Computed, not measured: a 4-piece molecular cluster, C2H12NO3 overall, with the ωB97M-V functional and the def2-TZVPD basis.

```
! RIJCOSX wB97M-V def2-TZVPD def2/J DEFGRID3
* xyz 1 1
C 0.187 -1.797 0.959
C -1.512 -1.527 -0.683
N -0.506 -1.057 -0.070
H -0.397 -2.661 1.304
H 0.387 -1.164 1.809
H 1.115 -2.172 0.527
H -1.865 -2.501 -0.388
H -1.948 -0.912 -1.468
H -0.133 -0.093 -0.384
H -1.571 3.147 1.428
H -2.583 2.138 0.995
O -1.634 2.220 1.156
H 3.702 0.122 -0.777
H 2.575 -0.685 -1.435
O 2.761 -0.076 -0.714
H 1.223 1.484 -0.456
H -0.293 1.863 -0.117
O 0.292 1.361 -0.723
*
```

maximum force: 0.9 eV/A
frontier orbital gap: 11.3 eV